(1)
A 7-piece molecular cluster, C10H32INO9 overall, computed with ωB97M-V/def2-TZVPD.

Values from the calculation:
- SMILES: CC(=O)OCCCOCCNC[C@@H](C)I.O.O.O.O.O.O
- HOMO-LUMO gap: 0.3105 Eh
- 2S+1: 1
- Total energy: -1429.77840 hartree
- Highest occupied orbital energy: -8.49 eV
- Molar mass: 437.27 g mol⁻¹

Geometry as XYZ:
```
53
Properties=species:S:1:pos:R:3:forces:R:3:lowdin_charge:R:1
C -1.51123 1.60293 -1.32161 0.4 0.0 0.3 0.02
C -0.10671 1.68527 -1.85687 1.8 -2.1 -0.2 -0.47
O 0.58674 0.68448 -2.02375 -1.7 2.4 -0.1 0.07
O 0.35269 2.93080 -2.22606 -0.2 -0.7 0.3 -0.01
C 0.52997 3.89983 -1.19330 0.0 0.7 -0.3 -0.19
C 1.94016 3.98482 -0.63969 -0.1 0.1 0.3 -0.13
C 2.14307 3.26281 0.68443 -0.1 -0.3 -0.3 -0.20
O 1.46269 2.02263 0.74888 0.3 0.3 0.1 -0.14
C 0.49892 1.95836 1.77304 -0.3 -0.8 -0.1 -0.21
C 0.27150 0.48733 2.13705 0.5 0.0 -0.6 -0.18
N 0.40190 -0.40861 0.99149 -0.1 0.0 0.3 -0.04
C 0.88145 -1.72083 1.40980 -0.3 0.5 -0.5 -0.33
C 0.85720 -2.72001 0.28050 -0.6 -0.2 0.0 -0.72
C -0.48031 -2.77624 -0.45152 0.4 0.3 0.1 -0.16
I 2.44974 -2.31936 -1.12820 0.0 -0.1 0.2 0.94
H -2.22776 1.57878 -2.13347 -0.1 0.1 -0.3 0.10
H -1.75279 2.39543 -0.62267 -0.1 0.2 0.0 0.05
H -1.59423 0.67496 -0.77591 -0.1 -0.3 0.0 0.07
H 0.32600 4.85121 -1.67285 -0.2 0.1 -0.2 0.12
H -0.19753 3.80353 -0.39069 -0.1 -0.2 0.1 0.11
H 2.11285 5.03782 -0.42416 0.1 0.2 0.0 0.11
H 2.67114 3.72673 -1.39439 0.0 -0.4 -0.2 0.12
H 1.78359 3.90991 1.48019 0.1 0.1 0.2 0.11
H 3.20282 3.06896 0.82759 0.2 0.1 0.2 0.12
H 0.82597 2.44926 2.69121 0.1 0.3 0.0 0.12
H -0.43290 2.41300 1.44868 -0.1 0.2 0.0 0.07
H 1.05502 0.20701 2.83190 0.1 -0.1 0.3 0.12
H -0.69709 0.36955 2.62657 -0.1 0.1 0.3 0.11
H -0.50580 -0.51371 0.56342 0.0 -0.1 -0.2 0.07
H 1.89827 -1.61214 1.76294 0.2 0.0 0.3 0.09
H 0.24513 -2.11618 2.20462 0.0 -0.3 0.3 0.11
H 1.03371 -3.69602 0.70940 0.5 -0.2 0.0 0.06
H -0.58352 -3.70168 -1.00193 0.0 -0.2 -0.2 0.06
H -0.53719 -1.93510 -1.13460 -0.3 0.1 -0.2 0.06
H -1.27957 -2.71803 0.28604 0.0 0.0 -0.1 0.05
O 0.71901 -4.68927 -3.20923 -0.2 0.0 0.0 -0.10
H -0.13467 -4.25983 -3.32370 0.0 0.1 0.0 0.04
H 1.22072 -4.06744 -2.65709 0.1 -0.2 -0.1 -0.10
O -2.59540 2.60926 1.86626 -0.3 0.0 0.1 -0.05
H -2.76502 2.18039 2.71029 0.0 0.0 0.0 0.04
H -3.08333 3.43767 1.92131 0.0 0.0 -0.1 0.05
O -2.86176 5.05117 -1.37410 0.0 -0.1 0.0 -0.05
H -2.51617 5.76991 -1.91073 0.0 0.1 0.0 0.04
H -2.42358 4.26619 -1.71840 0.0 0.0 0.0 0.01
O 3.00372 -4.01386 2.54813 0.0 0.0 0.0 -0.06
H 3.48014 -3.86043 1.72458 0.0 0.1 0.0 0.02
H 2.87866 -4.96665 2.57615 0.0 0.0 0.0 0.04
O -2.39191 -2.52325 2.14204 -0.1 0.1 0.2 -0.04
H -2.62885 -3.09008 2.88276 0.0 -0.1 0.0 0.05
H -2.89690 -1.71696 2.28608 0.0 0.0 0.0 0.04
O -1.03486 -7.13702 -3.52856 -0.1 0.1 -0.1 -0.07
H -0.35661 -6.44979 -3.55019 0.2 0.0 0.2 -0.01
H -1.23711 -7.30751 -4.45168 0.0 -0.1 0.0 0.03
```
Forces are in eV/Å.

=====

(2)
C14H44LiN10O17 as an isolated structure, computed with ωB97M-V/def2-TZVPD.

Values from the calculation:
- HOMO-LUMO gap: 0.2744 Eh
- 2S+1: 1
- Total energy: -2394.28289 hartree
- Net charge: -1
- Highest occupied orbital energy: -6.57 eV
- Molar mass: 631.50 g mol⁻¹

Geometry as XYZ:
```
86
Properties=species:S:1:pos:R:3:forces:R:3:lowdin_charge:R:1
Li 1.21004 3.48400 0.65628 0.0 -0.5 -0.2 0.77
C 0.87729 -0.57202 0.30810 1.2 6.2 1.4 -0.02
C 0.20527 -1.24129 -0.63598 -0.6 -3.5 0.1 -0.34
C -0.51097 -0.56670 -1.80056 -1.0 -2.6 -3.6 -0.29
O -1.05523 -1.22087 -2.78434 0.9 0.2 2.7 -0.05
C -0.45741 0.78077 -1.94964 0.6 3.3 2.6 0.02
C 0.05857 1.60649 -0.89351 -0.3 -3.3 -1.2 -0.32
C 0.85158 0.86128 0.26757 -0.7 -1.4 -1.2 -0.29
O 1.44623 1.61269 1.06683 0.1 1.2 0.7 -0.14
O -0.05965 2.84340 -0.87485 0.6 1.4 1.0 -0.11
O 0.24758 -2.48402 -0.40826 -1.0 -0.6 -1.7 -0.04
H 1.48104 -1.00857 1.08996 -0.1 -0.2 -0.2 0.10
H -0.97788 1.27307 -2.75782 0.0 -0.1 -0.1 0.10
O 1.50387 -1.08927 -4.65369 0.3 0.6 -0.5 -0.06
H 0.72441 -1.11791 -4.09885 -0.3 -0.2 0.2 -0.02
H 2.05066 -1.80812 -4.33669 0.0 -0.3 0.3 0.00
O 1.06458 3.76896 -3.39130 0.0 0.3 -0.4 -0.04
H 1.92524 3.61750 -3.00070 0.2 -0.2 0.0 0.03
H 0.44439 3.57132 -2.68948 -0.1 -0.1 0.4 -0.03
O 3.84499 -2.51812 -0.09968 0.2 -0.3 0.2 -0.04
H 3.85437 -1.78054 0.51033 0.0 0.4 0.1 -0.01
H 2.99250 -2.46174 -0.53133 -0.3 0.0 -0.3 0.00
O -3.54824 -0.44522 -4.19825 -0.5 0.1 -0.2 -0.05
H -2.89060 -0.58626 -3.51718 0.8 -0.2 0.4 0.00
H -4.35965 -0.78712 -3.82284 -0.3 0.0 0.0 0.04
O -1.43309 0.88035 -5.45437 0.3 0.3 -0.4 -0.05
H -2.35173 0.78441 -5.20310 -0.4 -0.2 0.1 -0.01
H -0.95098 0.81788 -4.62981 0.3 -0.1 0.0 -0.01
O -0.97570 -5.24354 -0.44710 -0.3 -0.4 0.1 -0.06
H -0.44780 -4.46611 -0.26505 0.1 0.6 0.0 -0.02
H -0.41275 -5.79377 -0.99168 0.1 -0.1 -0.1 0.02
O 1.72368 -3.32047 -2.81280 0.5 -0.1 -0.2 -0.03
H 1.24037 -3.28169 -1.98749 -0.6 0.2 0.5 -0.01
H 1.50729 -4.17860 -3.17755 -0.1 -0.2 -0.2 0.04
C -3.41327 4.37896 -1.55221 0.1 -0.7 1.3 -0.77
O -4.33502 5.16080 -1.65282 -0.6 0.4 0.3 0.04
N -2.48675 4.17841 -2.43546 1.8 1.3 -4.4 0.18
N -3.13041 3.57403 -0.52213 -1.8 -0.9 3.7 0.15
H -1.69628 3.55644 -2.34377 -0.3 0.4 0.1 0.08
H -2.53862 4.90961 -3.13028 0.7 -0.6 -0.5 0.13
H -3.76739 3.66579 0.25629 0.2 -0.3 0.0 0.10
H -2.32533 2.97651 -0.40009 -0.1 0.4 -0.4 0.07
C 2.59222 3.56804 3.94148 1.6 0.8 -1.3 -0.77
O 3.12514 4.00352 2.92224 -0.4 0.3 0.0 0.03
N 1.81571 2.53520 4.00743 -3.2 -4.0 -2.2 0.16
N 2.77498 3.93890 5.18124 1.4 2.7 2.9 0.16
H 1.62541 2.08926 3.12142 -0.4 -0.4 0.1 0.07
H 1.22461 2.33972 4.80272 0.1 -0.1 -0.5 0.11
H 2.22234 3.43413 5.85940 0.8 0.8 0.4 0.11
H 3.41482 4.69227 5.38892 -0.4 -0.2 0.3 0.12
C -0.77924 -2.91717 3.30591 -2.2 -1.3 3.7 -0.79
O -0.99099 -3.35103 4.45526 0.6 0.3 -0.7 -0.01
N 0.33263 -2.59324 2.77960 5.8 0.9 -0.7 0.19
N -1.75320 -2.68593 2.46675 -4.3 0.6 -1.8 0.17
H 0.42531 -2.35773 1.80181 0.0 -0.3 0.0 0.06
H 1.17371 -2.71444 3.32549 -0.1 -0.1 -0.2 0.13
H -1.64706 -2.03579 1.70115 0.1 -0.3 0.0 0.09
H -2.66713 -2.71975 2.89535 0.0 -0.1 -0.3 0.12
C 5.02115 0.50891 1.29830 -5.9 1.4 -2.3 -0.79
O 5.06955 1.02568 0.20161 0.8 0.8 -0.7 0.05
N 5.93184 -0.15834 1.86197 6.3 -2.2 2.0 0.17
N 3.83193 0.36490 1.93400 -1.1 -0.2 1.1 0.16
H 5.94400 -0.44274 2.83103 -0.1 0.2 -0.3 0.12
H 6.81009 0.07337 1.42029 0.4 -0.5 0.4 0.13
H 2.97150 0.71270 1.53549 0.2 0.3 0.2 0.04
H 3.84173 -0.00904 2.87217 -0.4 0.2 -0.2 0.10
C -1.50208 -4.33201 -5.27701 -0.7 2.6 -4.1 -0.78
O -1.62402 -5.17844 -6.15278 0.6 -1.2 0.4 0.01
N -1.76033 -4.36789 -4.02442 -0.7 -3.6 4.5 0.17
N -1.29631 -3.04592 -5.54699 1.0 2.4 -2.5 0.16
H -2.08657 -3.53035 -3.56376 0.1 -0.7 0.5 0.11
H -1.96295 -5.33467 -3.81377 -0.6 0.4 1.4 0.12
H -1.25259 -2.76609 -6.51646 0.1 0.1 0.4 0.12
H -1.29271 -2.34159 -4.82312 0.3 0.0 -0.4 0.07
C -1.48533 0.42024 5.03737 1.1 0.3 0.7 -0.05
C -2.31686 1.38449 4.25257 -1.5 -1.4 -3.0 -0.43
C -1.98243 1.27649 2.70049 1.8 1.1 1.5 -0.04
O -3.69322 0.96525 4.26467 -0.5 0.4 0.9 -0.07
H -1.73814 -0.62675 4.87004 0.0 0.1 -0.2 0.08
H -1.47105 0.59224 6.11362 -0.6 0.1 0.1 0.08
H -0.44021 0.58799 4.77723 0.3 -0.3 -0.3 0.06
H -2.28647 2.41956 4.59284 0.2 0.0 0.0 0.13
H -0.92654 1.53935 2.63647 0.3 0.2 -0.4 0.05
H -2.52440 1.99920 2.09053 -0.3 -0.2 0.1 0.07
H -1.98228 0.26329 2.29858 -0.6 -0.1 0.3 0.07
H -3.81577 0.44351 3.46820 -0.2 -0.1 0.1 0.07
```
Forces are in eV/Å.

=====

What is the molar mass in the first record?
437.27 g mol⁻¹